The following is a DFT calculation (wB97M-V/def2-TZVPD) of 2 unconnected molecules or ions with the total composition C2H4ClN.

Element x y z (Å)
C  -0.61733  0.91328  0.81479
C  0.46151  -0.33212  -0.95463
N  -0.12739  0.73086  -0.24690
Cl  -0.51334  -1.14634  2.32585
H  -1.06938  1.62035  1.45690
H  0.30471  -0.16171  -2.01926
H  0.03007  -1.28123  -0.63018
H  1.53115  -0.34308  -0.74655

net charge = 0
HOMO-LUMO gap = 0.3302 Eh
E_tot = -593.47953 Ha
2S+1 = 1



The following is a DFT calculation (wB97M-V/def2-TZVPD) of 2 unconnected molecules or ions with the total composition C6H8N2S.

Element x y z (Å)
C  -2.52977  0.12943  0.25825
C  -1.90882  -0.85446  -0.40334
C  -1.70749  1.11738  0.81072
C  -0.54395  -0.94232  -0.36630
C  -0.32125  1.00280  0.79170
C  0.21015  -0.06965  0.24182
N  2.88250  -0.38582  1.25199
N  2.45746  1.21436  -0.63008
S  2.02936  -0.08332  0.01974
H  -3.55173  0.44060  0.11939
H  -2.46025  -1.58282  -1.00259
H  -2.28666  1.96484  1.24715
H  -0.14416  -1.75435  -1.00116
H  0.19548  1.70198  1.37927
H  2.97859  -1.37848  1.66691
H  3.47138  1.34384  -0.67550
H  1.71290  -1.57896  -1.34988

net charge = 0
HOMO-LUMO gap = 0.3187 Eh
E_tot = -740.90853 Ha
2S+1 = 1



The following is a DFT calculation (wB97M-V/def2-TZVPD) of a molecular structure, C10H24ClO2P2Y.

Element x y z (Å)
C  0.43346  -0.04113  -3.98676
C  0.82173  0.10253  -2.59064
H  1.25851  0.01314  -4.74039
H  -0.33911  0.73278  -4.17752
H  -0.13437  -0.98044  -4.10681
O  1.76734  0.07280  -1.86021
Cl  -2.89166  -0.36277  -1.39343
Y  -0.58179  -0.08292  -0.48543
P  -0.10816  2.62445  0.25406
C  1.23929  3.44917  1.17345
C  0.06301  3.42527  -1.39839
H  -0.11426  4.49402  -1.24957
H  -1.39112  4.63040  0.75105
H  -0.66919  3.02266  -2.11004
H  -2.47170  3.21356  0.54144
H  2.21999  3.05515  0.87690
H  1.06839  3.26474  -1.80393
C  -1.52310  3.56204  0.97065
H  1.19449  4.52908  0.96453
H  -1.55951  3.41667  2.05902
H  1.11184  3.28615  2.25293
P  0.13487  -2.64027  0.62248
C  1.54366  -3.19306  1.65065
C  -1.21958  -3.57076  1.45872
H  -0.30652  -3.35705  -1.67773
H  0.21987  -4.70984  -0.62669
H  1.41915  -3.53254  -1.25910
C  0.39488  -3.66093  -0.89088
H  -2.18011  -3.34076  0.97899
H  -1.02253  -4.64978  1.39060
H  1.58832  -4.29328  1.63887
H  1.40688  -2.84684  2.68442
H  -1.27595  -3.27383  2.51452
H  2.48685  -2.78030  1.26808
C  1.54883  0.06088  0.76857
O  2.60597  0.13554  1.22905
C  -1.50909  0.04729  1.82110
H  -1.27023  -0.78790  2.51207
H  -2.60100  -0.02419  1.58932
H  -1.35832  0.99026  2.38603

net charge = +2
HOMO-LUMO gap (alpha / beta) = 0.2444 / 0.2874 Eh
E_tot = -1726.52743 Ha
2S+1 = 1



Values for max |F|, eV/A, ordered as above
2.119; 5.097; 5.265